No. 1
62
Properties=species:S:1:pos:R:3:lowdin_charge:R:1 method="wB97M-V/def2-TZVPD" homo_ha=-0.29449 fmax_ev_per_a=1.172 smiles="CCCN(CCC)S(=O)(=O)c1ccc(C(=O)Nc2cc3oc4ccccc4c3cc2OC)cc1" spin_multiplicity=1 lumo_ev=0.175
C -5.997 -2.049 2.568 -0.099
C -5.760 -0.545 2.616 -0.228
H -6.602 -0.024 2.159 0.096
C -4.470 -0.171 1.880 -0.231
N -4.601 -0.360 0.451 -0.233
S -3.308 -1.111 -0.286 0.671
O -3.694 -1.496 -1.611 -0.275
O -2.832 -2.126 0.606 -0.280
C -2.054 0.169 -0.421 -0.255
C -1.209 0.404 0.647 -0.033
C -0.275 1.421 0.565 -0.008
C -0.205 2.206 -0.583 -0.156
C -1.079 1.977 -1.640 0.004
C -1.998 0.943 -1.565 -0.049
H -2.660 0.712 -2.385 0.118
H -1.025 2.605 -2.516 0.128
C 0.747 3.358 -0.652 -0.429
O 0.372 4.487 -0.894 0.093
N 2.054 3.096 -0.379 0.159
C 2.718 1.879 -0.221 -0.159
C 2.344 0.732 -0.903 0.085
C 3.076 -0.420 -0.676 -0.182
C 4.184 -0.438 0.188 -0.091
C 4.580 0.725 0.842 0.060
C 3.848 1.878 0.638 -0.201
O 4.123 3.090 1.214 -0.094
C 5.255 3.193 2.043 -0.079
H 5.169 2.546 2.921 0.098
H 6.173 2.950 1.499 0.099
H 5.290 4.232 2.364 0.096
H 5.438 0.704 1.493 0.113
C 4.673 -1.788 0.148 -0.100
C 5.720 -2.474 0.752 -0.017
C 5.883 -3.813 0.456 -0.093
C 5.024 -4.467 -0.423 -0.083
C 3.975 -3.806 -1.037 0.007
C 3.813 -2.465 -0.742 -0.190
O 2.853 -1.636 -1.238 0.120
H 3.306 -4.306 -1.718 0.118
H 5.180 -5.515 -0.631 0.103
H 6.690 -4.365 0.913 0.100
H 6.386 -1.968 1.434 0.111
H 1.518 0.730 -1.593 0.132
H 2.632 3.916 -0.230 0.160
H 0.395 1.611 1.390 0.130
H -1.278 -0.227 1.519 0.116
C -5.212 0.725 -0.295 -0.205
H -4.433 1.372 -0.725 0.111
C -6.135 0.224 -1.406 -0.234
C -7.357 -0.497 -0.854 -0.095
H -7.046 -1.351 -0.261 0.059
H -7.985 -0.852 -1.668 0.072
H -7.950 0.168 -0.228 0.072
H -6.449 1.086 -2.000 0.111
H -5.572 -0.454 -2.047 0.085
H -5.793 1.327 0.409 0.127
H -4.182 0.865 2.108 0.127
H -3.674 -0.840 2.209 0.103
H -5.678 -0.212 3.652 0.110
H -5.227 -2.572 3.129 0.077
H -6.968 -2.300 2.989 0.071
H -5.954 -2.397 1.540 0.061

=====

No. 2
62
Properties=species:S:1:pos:R:3:lowdin_charge:R:1 method="wB97M-V/def2-TZVPD" homo_ha=-0.32800 fmax_ev_per_a=1.296 smiles="O=C(NCC(=O)N(c1ccccc1)[C@H](C(=O)NC1CCCCC1)c1ccncc1)c1ccco1" spin_multiplicity=1 lumo_ev=0.572
O -3.187 -2.104 -1.855 0.080
C -3.303 -1.156 -1.104 -0.444
N -2.875 0.095 -1.414 0.084
H -3.035 0.839 -0.753 0.136
C -2.128 0.375 -2.609 -0.058
H -1.984 -0.581 -3.121 0.131
H -2.688 1.037 -3.281 0.138
C -0.787 1.064 -2.358 -0.423
O -0.369 1.904 -3.130 0.081
N -0.120 0.743 -1.217 0.033
C -0.374 -0.403 -0.418 -0.231
C -0.339 -1.666 -0.998 -0.035
C -0.563 -2.789 -0.224 -0.079
C -0.799 -2.662 1.134 -0.078
C -0.797 -1.407 1.719 -0.059
C -0.584 -0.277 0.951 -0.001
H -0.576 0.698 1.413 0.118
H -0.965 -1.303 2.780 0.112
H -0.974 -3.539 1.738 0.107
H -0.552 -3.764 -0.686 0.115
H -0.145 -1.768 -2.055 0.128
C 0.998 1.598 -0.827 -0.127
C 0.590 2.756 0.052 -0.149
C -0.737 3.074 0.309 -0.013
C -1.018 4.162 1.120 -0.142
N -0.089 4.919 1.673 0.056
C 1.174 4.624 1.421 -0.134
C 1.569 3.567 0.616 -0.003
H 2.614 3.374 0.440 0.118
H 1.906 5.270 1.886 0.106
H -2.042 4.439 1.339 0.104
H -1.543 2.497 -0.120 0.101
H 1.409 2.021 -1.757 0.164
C 2.085 0.721 -0.164 -0.446
O 2.420 0.843 0.992 0.089
N 2.597 -0.178 -1.024 0.127
H 2.239 -0.192 -1.965 0.150
C 3.600 -1.177 -0.672 -0.290
C 3.094 -2.106 0.434 -0.145
C 4.147 -3.163 0.753 -0.196
C 5.455 -2.503 1.176 -0.207
C 5.958 -1.569 0.080 -0.200
C 4.908 -0.510 -0.240 -0.152
H 5.263 0.149 -1.035 0.118
H 4.712 0.095 0.646 0.114
H 6.882 -1.084 0.397 0.109
H 6.177 -2.150 -0.820 0.113
H 6.206 -3.267 1.388 0.107
H 5.290 -1.929 2.090 0.117
H 3.780 -3.812 1.550 0.110
H 4.321 -3.783 -0.130 0.113
H 2.162 -2.580 0.119 0.102
H 2.886 -1.509 1.322 0.118
H 3.780 -1.766 -1.578 0.155
C -3.886 -1.264 0.239 -0.193
C -4.398 -2.357 0.889 0.013
C -4.750 -1.916 2.182 -0.043
C -4.427 -0.593 2.228 -0.103
O -3.906 -0.187 1.063 0.036
H -4.519 0.140 3.005 0.125
H -5.182 -2.500 2.968 0.104
H -4.500 -3.339 0.477 0.122

=====

No. 3
64
Properties=species:S:1:pos:R:3:lowdin_charge:R:1 method="wB97M-V/def2-TZVPD" homo_ha=-0.36422 fmax_ev_per_a=2.617 spin_multiplicity=1 lumo_ev=-5.421 total_charge=+1
Zr 0.253 0.144 0.881 0.808
Se 2.583 1.591 4.516 -0.019
Sb 0.611 0.421 3.843 -0.145
Se -0.704 2.055 2.201 0.210
Se 1.471 -1.554 2.257 0.201
Se -0.934 -0.503 5.392 -0.001
C -1.365 -3.650 1.895 -0.062
C -2.316 -2.573 2.344 -0.230
C -3.113 -2.811 3.455 -0.055
C -4.056 -1.890 3.874 -0.068
C -4.238 -0.716 3.167 -0.033
C -3.457 -0.420 2.059 -0.225
C -3.761 0.825 1.266 -0.076
C -2.481 -1.349 1.686 -0.222
N -1.596 -1.007 0.589 -0.027
C -1.738 -1.570 -0.555 -0.227
C -2.834 -2.505 -0.928 0.030
C -0.735 -1.165 -1.601 -0.210
C -0.865 -1.687 -2.985 0.032
N 0.197 -0.368 -1.213 -0.021
C 1.119 0.217 -2.165 -0.233
C 2.427 -0.254 -2.235 -0.212
C 2.928 -1.405 -1.403 -0.027
C 3.296 0.390 -3.111 -0.020
C 2.874 1.462 -3.877 -0.041
C 1.565 1.912 -3.782 -0.025
C 0.662 1.299 -2.925 -0.233
C -0.756 1.804 -2.826 -0.020
H -0.855 -4.082 2.754 0.092
H -0.598 -3.298 1.207 0.016
H -1.916 -4.456 1.404 0.092
H -2.983 -3.737 4.000 0.127
H -4.654 -2.094 4.752 0.118
H -4.997 -0.007 3.473 0.128
H -3.699 1.710 1.899 0.064
H -4.779 0.768 0.877 0.093
H -3.089 0.972 0.422 0.039
H -3.551 -2.603 -0.119 0.102
H -2.431 -3.492 -1.166 0.113
H -3.343 -2.141 -1.823 0.105
H -0.868 -2.780 -2.962 0.115
H -0.053 -1.341 -3.617 0.101
H -1.819 -1.377 -3.418 0.110
H 3.480 -2.110 -2.025 0.096
H 2.130 -1.957 -0.908 0.047
H 3.615 -1.049 -0.633 0.083
H 4.316 0.036 -3.188 0.126
H 3.564 1.950 -4.552 0.117
H 1.237 2.755 -4.377 0.123
H -0.816 2.830 -3.182 0.093
H -1.145 1.784 -1.804 0.068
H -1.437 1.212 -3.444 0.089
N 5.496 5.609 0.518 0.202
C 4.765 4.725 0.558 -0.145
C 3.847 3.619 0.565 -0.178
C 4.161 2.433 1.198 0.011
C 3.243 1.393 1.162 -0.179
N 2.072 1.485 0.521 -0.112
C 1.777 2.656 -0.084 -0.161
C 2.613 3.738 -0.086 0.030
H 5.083 2.311 1.747 0.138
H 3.457 0.460 1.661 0.058
H 0.814 2.725 -0.576 0.094
H 2.325 4.659 -0.570 0.135

=====

No. 4
64
Properties=species:S:1:pos:R:3:lowdin_charge:R:1 method="wB97M-V/def2-TZVPD" homo_ha="-0.15076 / -0.15078" fmax_ev_per_a=1.242 spin_multiplicity=1 lumo_ev="-0.371 / -0.371"
Na -0.208 0.403 -0.675 0.193
N 2.805 1.391 2.591 0.121
C 2.229 1.212 1.376 -0.124
N 1.332 0.338 1.119 0.133
C 0.909 -0.529 2.112 -0.296
N -0.051 -1.380 1.914 0.075
N -0.728 -1.229 0.758 -0.014
C -1.381 -2.224 0.296 -0.073
C -2.179 -2.059 -0.907 -0.264
C -2.881 -3.144 -1.441 -0.018
C -3.623 -2.974 -2.592 -0.060
C -3.669 -1.717 -3.181 -0.050
C -2.941 -0.698 -2.587 -0.121
N -2.204 -0.850 -1.497 0.119
C 1.594 -0.510 3.399 -0.088
C 1.345 -1.431 4.417 -0.009
C 2.020 -1.351 5.619 -0.076
C 2.962 -0.349 5.829 -0.074
C 3.229 0.574 4.832 -0.021
C 2.551 0.491 3.622 -0.181
H 3.531 2.077 2.711 0.150
H 2.585 1.847 0.568 0.139
H -1.340 -3.209 0.762 0.127
H -2.831 -4.106 -0.948 0.112
H -4.158 -3.805 -3.033 0.108
H -4.251 -1.533 -4.073 0.103
H -2.950 0.300 -3.017 0.103
H 0.613 -2.206 4.235 0.113
H 1.825 -2.077 6.397 0.104
H 3.496 -0.286 6.767 0.106
H 3.964 1.355 4.984 0.113
C -1.605 1.485 3.098 -0.065
C -1.753 2.434 1.961 -0.609
N -1.531 2.165 0.716 0.102
C -1.796 3.238 -0.104 -0.320
C -2.197 4.366 0.545 -0.353
S -2.297 4.073 2.229 1.053
C -1.685 3.108 -1.556 -0.323
C -2.387 3.854 -2.456 -0.350
S -1.979 3.385 -4.052 1.055
C -0.891 2.186 -3.409 -0.624
N -0.855 2.170 -2.117 0.075
C -0.088 1.301 -4.296 -0.070
H -1.655 0.466 2.723 0.066
H -2.392 1.643 3.835 0.078
H -0.642 1.617 3.597 0.081
H -2.439 5.332 0.135 0.075
H -3.115 4.627 -2.270 0.073
H -0.477 1.305 -5.314 0.074
H -0.086 0.286 -3.897 0.061
H 0.950 1.634 -4.320 0.083
C 1.104 -2.265 -2.810 -0.117
C 2.376 -1.716 -2.167 -0.590
C 2.599 -2.392 -0.815 -0.115
C 2.342 -0.212 -2.024 -0.166
H 1.121 -3.362 -2.854 0.068
H 0.992 -1.896 -3.833 0.064
H 0.230 -1.953 -2.232 0.038
H 3.210 -2.036 -2.827 0.106
H 1.740 -2.197 -0.165 0.042
H 3.495 -1.997 -0.332 0.065
H 2.715 -3.476 -0.927 0.065
H 2.211 0.322 -2.968 -0.042
H 3.187 0.183 -1.452 -0.031

=====

No. 5
68
Properties=species:S:1:pos:R:3:lowdin_charge:R:1 method="wB97M-V/def2-TZVPD" homo_ha=-0.30360 fmax_ev_per_a=16.314 spin_multiplicity=1 lumo_ev=0.048
O -2.634 -3.588 1.464 0.084
C -2.765 -2.410 1.111 -0.250
C -4.041 -1.830 0.637 0.078
C -4.356 -0.641 0.359 -0.269
C -5.660 -0.236 -0.234 -0.114
C -5.760 1.078 -0.700 -0.012
C -6.980 1.575 -1.041 -0.089
C -8.112 1.051 -1.120 -0.564
C -8.135 -0.163 -0.413 0.089
C -6.857 -0.769 0.122 0.053
H -6.972 -1.456 0.691 0.008
H -9.124 -0.596 -0.255 0.120
O -9.256 1.334 -1.537 0.087
H -9.133 2.449 -1.838 0.256
H -6.899 2.632 -1.861 0.201
H -4.849 1.659 -0.798 0.125
O -3.408 0.161 0.552 0.174
C -2.242 -0.091 0.991 -0.144
C -1.133 1.061 0.919 0.209
C 0.019 0.677 1.526 -0.352
C 0.308 -0.682 1.692 0.076
C -0.717 -1.583 1.824 -0.208
C -1.909 -1.251 1.290 -0.108
O -0.325 -2.894 2.124 0.034
H -1.094 -3.325 1.574 0.094
H 1.414 -0.928 2.137 0.183
O 0.956 1.465 1.407 0.081
C 2.350 1.517 1.623 -0.524
O 2.903 2.500 2.018 0.164
C 3.147 3.408 0.897 -0.189
C 2.073 4.680 0.858 -0.236
O 2.275 5.539 -0.188 -0.060
H 3.114 6.112 0.221 0.221
H 2.034 4.858 1.900 0.101
H 1.039 4.096 0.698 0.162
C 3.087 2.950 -0.497 -0.281
O 3.709 3.514 -1.706 -0.029
H 3.232 4.385 -1.302 0.131
C 3.720 1.423 -0.435 -0.231
O 3.657 0.935 -1.639 0.049
H 4.162 1.423 -2.173 0.055
C 2.772 0.573 0.739 -0.172
O 3.542 -0.571 1.176 -0.056
C 3.815 -1.874 0.506 -0.135
O 4.494 -1.472 -0.768 -0.085
C 4.533 -2.694 -1.563 -0.010
H 5.126 -3.573 -1.250 0.143
H 4.716 -2.448 -2.531 0.093
C 2.943 -2.998 -1.437 -0.307
O 2.671 -4.417 -1.357 0.028
H 2.738 -4.751 -0.538 0.014
C 1.971 -2.423 -2.410 -0.113
O 1.902 -1.038 -2.258 0.084
H 2.623 -0.696 -2.092 -0.093
H 1.094 -3.030 -2.139 0.171
H 2.371 -2.572 -3.159 0.013
C 2.581 -2.622 0.028 -0.172
O 2.332 -3.616 1.052 0.051
H 1.573 -3.443 1.443 -0.020
H 1.869 -1.932 0.345 0.108
H 4.506 -2.397 1.123 0.161
H 2.137 0.079 -0.006 0.158
H 4.805 1.500 -0.120 0.177
H 1.842 2.544 -0.705 0.238
H 4.138 3.776 0.974 0.152
H 2.464 0.717 2.626 0.243
H -1.468 1.866 0.762 0.001
H -4.926 -2.525 0.660 0.155

=====

No. 6
71
Properties=species:S:1:pos:R:3:lowdin_charge:R:1 method="wB97M-V/def2-TZVPD" homo_ha=-0.37497 fmax_ev_per_a=0.488 spin_multiplicity=1 lumo_ev=-2.640 total_charge=+1
Y -0.025 -0.137 -0.642 1.390
N 3.076 0.754 2.852 0.084
C 2.044 0.300 2.118 -0.879
S 1.095 1.487 1.282 0.569
N 1.885 -1.009 2.107 -0.019
N 0.832 -1.408 1.371 -0.135
C 0.570 -2.662 1.375 -0.095
C -0.662 -3.142 0.753 -0.272
C -0.887 -4.509 0.619 -0.009
C -2.114 -4.929 0.138 -0.041
C -3.069 -3.975 -0.195 -0.046
C -2.736 -2.636 -0.070 -0.151
N -1.563 -2.215 0.394 0.045
H 3.170 1.740 3.009 0.084
H 3.569 0.104 3.443 0.105
H 1.203 -3.351 1.930 0.129
H -0.117 -5.213 0.900 0.119
H -2.333 -5.984 0.036 0.116
H -4.051 -4.262 -0.544 0.108
H -3.440 -1.861 -0.348 0.101
S -3.750 2.980 0.294 1.072
C -3.892 1.645 1.352 -0.367
C -2.914 0.745 1.090 -0.239
N -2.079 1.089 0.054 -0.121
C -2.412 2.251 -0.451 -0.474
H -4.654 1.595 2.111 0.077
H -2.741 -0.179 1.618 0.105
H -1.847 2.710 -1.248 0.070
N 6.685 -0.403 -3.797 0.183
C 5.493 -0.988 -4.069 -0.502
O 5.200 -1.445 -5.154 0.078
C 4.484 -0.981 -2.951 -0.123
C 4.382 0.060 -2.041 0.014
C 3.335 0.052 -1.133 -0.119
N 2.430 -0.928 -1.088 -0.011
C 2.578 -1.956 -1.926 -0.118
C 3.568 -2.022 -2.882 0.021
H 7.391 -0.439 -4.514 0.120
H 6.973 -0.209 -2.855 0.104
H 5.062 0.901 -2.066 0.122
H 3.182 0.875 -0.443 0.082
H 1.831 -2.741 -1.854 0.117
H 3.623 -2.843 -3.582 0.128
Cl 3.698 5.280 -6.367 0.693
C 2.865 4.165 -5.337 -0.660
C 2.078 4.655 -4.304 -0.088
C 1.414 3.761 -3.482 -0.004
C 1.534 2.392 -3.697 -0.141
C 2.333 1.918 -4.735 -0.011
C 3.005 2.803 -5.560 -0.086
C 0.834 1.416 -2.820 -0.629
O 0.149 1.847 -1.827 -0.179
O 0.930 0.188 -3.034 -0.085
H 1.997 5.722 -4.153 0.110
H 0.806 4.115 -2.662 0.120
H 2.429 0.849 -4.882 0.120
H 3.630 2.449 -6.368 0.111
C -3.996 -1.125 -3.314 -0.187
As -2.103 -1.051 -3.633 1.036
C -1.747 0.608 -4.526 -0.172
C -1.574 -2.493 -4.774 -0.179
O -1.345 -1.199 -2.157 -0.601
H -4.552 -0.915 -4.227 0.048
H -4.229 -0.372 -2.562 0.042
H -4.267 -2.110 -2.940 0.038
H -2.470 0.747 -5.329 0.053
H -0.737 0.588 -4.928 0.042
H -1.839 1.419 -3.806 0.045
H -2.130 -2.454 -5.710 0.050
H -1.767 -3.438 -4.269 0.046
H -0.509 -2.393 -4.976 0.049

=====

No. 7
85
Properties=species:S:1:pos:R:3:lowdin_charge:R:1 method="wB97M-V/def2-TZVPD" homo_ha=-0.06369 fmax_ev_per_a=2.919 spin_multiplicity=1 lumo_ev=3.812 total_charge=-2
Cd 0.093 -0.015 -0.537 1.470
C -1.403 3.161 -2.037 -0.019
C -0.078 3.235 -1.366 -0.340
C 0.710 4.385 -1.246 0.000
C 1.838 3.982 -0.564 -0.286
C 3.020 4.811 -0.201 -0.035
N 1.706 2.667 -0.298 0.028
N 0.546 2.217 -0.792 0.034
B 2.632 1.790 0.572 -0.526
N 3.150 0.599 -0.241 0.024
N 2.333 -0.353 -0.707 0.024
C 3.050 -1.199 -1.427 -0.339
C 2.484 -2.385 -2.118 -0.033
C 4.388 -0.781 -1.430 0.010
C 4.410 0.365 -0.662 -0.280
C 5.583 1.225 -0.335 -0.036
N 1.853 1.301 1.804 0.025
N 0.833 0.435 1.745 0.055
C 0.438 0.190 2.985 -0.349
C -0.670 -0.732 3.356 -0.025
C 1.226 0.927 3.883 -0.020
C 2.113 1.623 3.088 -0.287
C 3.169 2.581 3.525 -0.035
H -1.955 4.086 -1.871 0.079
H -1.289 3.025 -3.111 0.086
H -1.970 2.324 -1.649 0.044
H 0.484 5.374 -1.591 0.095
H 2.884 5.817 -0.593 0.072
H 3.149 4.865 0.879 0.065
H 3.926 4.388 -0.632 0.070
H 3.554 2.444 0.923 0.104
H 1.400 -2.360 -2.056 0.045
H 2.776 -2.379 -3.168 0.086
H 2.840 -3.305 -1.652 0.070
H 5.215 -1.253 -1.927 0.098
H 6.484 0.792 -0.761 0.071
H 5.448 2.225 -0.744 0.069
H 5.716 1.319 0.742 0.072
H -1.133 -1.119 2.456 0.035
H -0.294 -1.571 3.943 0.071
H -1.414 -0.202 3.954 0.074
H 1.155 0.940 4.956 0.100
H 3.160 2.658 4.610 0.071
H 4.155 2.248 3.206 0.071
H 2.993 3.567 3.100 0.069
O -2.829 0.605 -6.205 0.052
C -2.284 0.295 -5.143 -0.287
C -2.928 0.190 -3.803 -0.320
O -4.139 0.288 -3.548 0.018
C -1.845 0.001 -2.860 -0.317
C -0.576 -0.024 -3.529 -0.329
O 0.525 -0.034 -2.921 -0.065
C -0.832 -0.021 -4.976 -0.294
O -0.038 -0.239 -5.893 0.050
O -1.931 -0.067 -1.580 -0.201
F -4.269 -2.532 -0.764 0.136
C -3.352 -3.371 -0.275 -0.637
F -3.692 -3.579 1.009 0.102
F -3.506 -4.539 -0.907 0.123
S -1.557 -2.748 -0.269 0.567
O -1.653 -1.606 0.582 -0.357
O -1.103 -2.626 -1.609 -0.257
N -1.004 -4.047 0.452 -0.284
S 0.544 -3.939 0.701 0.556
O 1.017 -2.607 0.891 -0.308
O 1.354 -4.847 -0.054 -0.280
C 0.586 -4.761 2.416 -0.647
F 0.132 -6.018 2.329 0.106
F 1.821 -4.847 2.940 0.110
F -0.170 -4.146 3.331 0.114
C -1.319 3.549 4.785 -0.099
C -1.904 4.130 3.495 -0.256
C -2.206 3.080 2.483 -0.621
N -1.357 2.597 1.665 0.020
N -1.824 1.715 0.799 -0.038
C -3.099 1.490 0.885 -0.686
N -3.802 0.783 0.022 0.122
S -3.842 2.418 2.227 0.995
H -0.995 4.356 5.442 0.062
H -0.463 2.919 4.553 0.050
H -2.065 2.952 5.306 0.069
H -1.178 4.810 3.041 0.109
H -2.819 4.687 3.715 0.092
H -3.224 0.317 -0.718 0.054
H -4.732 0.463 0.224 0.098